# 1
Entry from OMol25: the molecule C7H10 (ωB97M-V/def2-TZVPD).

```
17
Properties=species:S:1:pos:R:3
H -1.620 0.857 -1.867
C -0.488 0.056 -0.152
C 0.427 0.241 1.040
C 1.808 0.678 0.656
C 1.408 -0.743 0.412
H 2.483 0.826 1.497
C -1.933 -0.286 0.011
C 0.541 -0.844 -0.849
C -1.525 0.929 -0.786
H 1.910 -1.580 0.886
H 0.166 -1.847 -1.071
H -2.337 -1.154 -0.504
H -2.365 -0.108 0.994
H 1.004 -0.423 -1.751
H 1.977 1.359 -0.177
H 0.082 0.281 2.070
H -1.740 1.915 -0.383
```

Results
energy above the lowest of the compared OMol25 structures with the same formula, charge and spin = 55.7 kcal per mole
structure (SMILES) = C1[C@@H]2CC3(CC3)[C@H]12
total charge = 0
orbital gap = 10.4 eV
F_max = 0.3 eV/Å
highest occupied orbital energy = -0.3392 hartree


# 2
Entry from OMol25: a structure of composition C30H42N2O2P2Ti (ωB97M-V/def2-TZVPD).

```
79
Properties=species:S:1:pos:R:3
H 2.684 -5.242 -2.491
H -5.564 5.097 3.046
C -3.485 5.067 3.641
H 3.096 -1.468 -0.425
C 0.698 0.440 -2.061
C 0.001 6.398 1.724
H -2.771 3.749 0.035
H -3.664 5.457 4.645
O -0.077 3.769 -0.831
H -1.692 -1.880 -0.071
P 0.672 -4.034 -3.101
C 0.278 -2.851 0.256
C 2.698 5.878 2.255
H -1.412 0.193 -2.358
H 3.212 -3.440 1.170
C -4.291 4.373 1.459
H -5.108 4.204 0.752
H 0.614 1.502 -2.321
H -1.587 -4.060 -3.969
C -1.935 4.280 1.957
C 1.116 -1.586 0.298
H 3.748 5.671 2.453
H 2.022 -2.178 -1.575
C -2.980 0.222 0.046
H 2.455 -3.539 -4.651
H -0.818 -5.672 -4.090
C 2.022 -0.018 -1.599
H -0.212 2.776 3.466
H 1.829 -6.562 -0.603
C 0.662 -5.212 1.717
C 1.152 -5.795 -1.013
H 2.159 3.779 2.120
O -0.559 0.435 2.200
C 0.885 7.458 1.933
C -0.557 -1.808 -2.024
C 2.233 7.202 2.195
H -1.052 6.593 1.514
N -0.135 2.776 2.454
H 0.435 -2.170 -2.390
H -3.501 0.217 1.021
H -1.452 -5.097 -2.519
C -4.544 4.867 2.742
H 3.472 -3.847 -0.548
C -0.400 1.655 1.772
H -1.347 4.928 3.940
H -3.030 1.234 -0.394
H 1.408 -6.329 -3.106
H 0.131 -6.210 -0.998
C 0.466 5.077 1.808
H -1.532 -3.407 -0.912
C -0.954 -4.790 -3.448
P 1.219 -4.404 0.191
H 2.925 8.030 2.342
H 0.507 8.482 1.888
H 1.271 -4.687 -5.364
H 2.699 -0.138 -2.468
H -3.459 -0.489 -0.645
C 1.809 4.814 2.059
C 1.606 -5.471 -2.442
C 2.994 -4.173 0.386
C 2.069 -1.365 -0.827
H 1.520 -1.361 1.290
N -0.540 1.878 0.449
Ti -1.020 -0.137 0.350
H 0.873 -2.943 -5.236
H -0.188 -2.969 1.253
C -0.487 3.916 1.616
H 2.497 0.758 -0.973
H -0.327 -5.656 1.549
H 1.371 -5.995 2.010
H 0.587 -4.473 2.524
H -1.307 -2.109 -2.784
C -0.925 -2.512 -0.686
C -2.181 4.766 3.248
C -0.458 -0.295 -2.069
C 1.389 -3.783 -4.752
C -2.979 4.092 1.054
H 3.429 -5.140 0.679
C -0.381 3.262 0.237
```

Results
2S+1 = 3
energy above the lowest of the compared OMol25 structures with the same formula, charge and spin = 13.1 kcal per mole
total charge = 0
orbital gap (spin up / spin down) = 4.2 / 6.1 eV
F_max = 4.1 eV/Å
highest occupied orbital energy (spin up / spin down) = -0.1480 / -0.2218 hartree


# 3
Entry from OMol25: the molecule C5H9N (ωB97M-V/def2-TZVPD).

```
15
Properties=species:S:1:pos:R:3
H 0.324 2.139 2.993
H 1.653 -0.580 -3.186
H 1.297 -2.220 -2.471
H -1.704 -0.531 0.951
C 1.047 -1.168 -2.514
H -1.203 0.791 -0.163
N -0.105 -0.902 -0.340
C -0.864 0.001 0.512
C 0.295 -0.536 -1.619
C -0.361 1.590 2.358
H 1.056 0.240 1.492
C 0.078 0.708 1.481
H 0.159 0.545 -1.706
H -0.265 -1.898 -0.286
H -1.406 1.821 2.498
```

Results
energy above the lowest of the compared OMol25 structures with the same formula, charge and spin = 47.7 kcal per mole
structure (SMILES) = C=CCNC=C
total charge = 0
orbital gap = 9.1 eV
F_max = 2.2 eV/Å
highest occupied orbital energy = -0.2930 hartree


# 4
Entry from OMol25: the molecule C7H13N (ωB97M-V/def2-TZVPD).

```
21
Properties=species:S:1:pos:R:3
H -1.058 1.673 -0.793
H 2.006 -0.991 -1.559
H -2.384 -0.066 -1.294
C -1.075 -1.087 0.097
H 0.907 -2.376 -1.509
H 1.724 1.695 1.662
C -0.408 1.811 0.063
N -0.116 -0.616 1.092
C 0.403 0.570 0.395
C 0.292 -0.715 -0.331
H -1.003 2.117 0.922
H 0.283 2.619 -0.171
C 1.359 -1.585 -0.915
H 2.272 0.053 1.323
H 1.970 -2.042 -0.137
H -2.600 0.422 0.398
H -3.190 -1.136 -0.153
H -1.196 -2.167 0.200
C -2.385 -0.413 -0.262
C 1.792 0.928 0.894
H 2.404 1.306 0.076
```

Results
energy above the lowest of the compared OMol25 structures with the same formula, charge and spin = 47.1 kcal per mole
structure (SMILES) = C[C@@H]1N2C(C)(C)[C@]12C
total charge = 0
orbital gap = 10.2 eV
F_max = 0.9 eV/Å
highest occupied orbital energy = -0.3345 hartree


# 5
Entry from OMol25: a structure of composition C17H19NPSTl (ωB97M-V/def2-TZVPD).

```
40
Properties=species:S:1:pos:R:3
C -0.030 -0.683 2.184
N -0.860 -0.057 -0.320
H 2.141 4.183 -0.909
C 2.985 -3.438 -0.962
C -1.063 -1.598 2.115
C -1.557 3.471 -2.296
H -0.282 -2.419 -0.741
H 2.958 2.254 -0.399
C 0.608 -0.284 3.374
H -1.338 -2.179 5.464
H 3.581 -4.286 -1.294
H -2.324 -2.860 3.260
C -2.657 2.762 -1.715
C 0.803 -2.412 -0.667
H 0.569 -0.568 5.489
C -0.961 -1.743 4.541
C 1.418 -1.352 -0.021
C -2.801 2.583 -4.060
C -3.463 2.281 -2.818
H 1.101 -4.342 -1.624
H -2.999 2.118 -5.004
H 1.460 0.371 3.304
H 4.658 -2.418 -0.046
H 3.225 -0.468 0.690
H 1.544 3.160 0.878
H -0.705 3.974 -1.860
C 0.098 -0.835 4.551
Tl -1.256 0.719 -2.950
H -3.037 2.608 -0.714
H -4.473 1.900 -2.709
H -1.143 3.959 -4.467
C 2.823 -1.310 0.171
S 0.399 0.038 0.619
C 1.600 -3.470 -1.151
C -1.736 3.477 -3.741
C -1.532 -2.120 3.324
P 1.733 2.904 -0.521
H -1.431 -1.885 1.132
C 3.593 -2.382 -0.288
H -1.648 0.345 0.183
```

Results
total charge = 0
orbital gap = 7.4 eV
F_max = 2.8 eV/Å
highest occupied orbital energy = -0.2609 hartree


# 6
Entry from OMol25: a cluster of 2 separate species, C2H4O2S2 in total (ωB97M-V/def2-TZVPD).

```
10
Properties=species:S:1:pos:R:3
O 1.318 -0.550 -1.895
O -0.014 1.404 -1.845
C -1.051 -0.813 0.218
H -2.065 -1.200 0.195
C 0.923 0.721 1.324
S 1.269 0.781 -1.583
S -0.501 0.077 1.748
H -0.855 -0.073 -0.599
H 1.296 1.248 2.124
H -0.321 -1.595 0.312
```

Results
energy above the lowest of the compared OMol25 structures with the same formula, charge and spin = 81.6 kcal per mole
total charge = 0
orbital gap = 8.6 eV
F_max = 5.8 eV/Å
highest occupied orbital energy = -0.3315 hartree